# 1
ORCA calculation (wB97M-V/def2-TZVPD) on C34H42NO2Tm as an isolated structure in a non-equilibrium geometry.

LUMO level (spin up / spin down) = 0.00 / 0.00 eV
Calculated total energy = -2611.27988 hartree
E_HOMO (spin up / spin down) = -6.787 / -6.798 eV
Orbital gap (spin up / spin down) = 6.783 / 6.795 eV
Multiplicity = 3
Largest force on an atom = 2.07 eV/Å

Each line ends with the Mulliken spin population.
Cartesian coordinates (Å):
C -3.53270 -2.60023 -2.28594  0.000
C -0.96827 2.20555 4.88222  -0.001
H -3.47630 2.68099 2.71979  0.000
H -0.56017 -2.66182 5.67282  0.000
H 0.01088 -3.86600 4.48659  0.000
H 0.06022 2.72302 -3.56443  0.000
H -1.57669 0.74394 -5.03701  0.000
C -2.32627 -0.46069 -2.79744  -0.001
H -3.02271 -0.35941 -3.64386  0.000
C -0.56618 1.27583 5.81322  0.000
H 0.67685 3.81337 2.41901  0.000
C -0.39266 -2.84213 4.59323  0.000
C 2.80825 -0.09018 -5.90089  0.000
H -1.03989 -1.80275 2.13466  0.001
C 2.01328 1.23669 -0.48573  -0.007
H -0.58727 1.52184 6.85800  0.000
O -0.56647 0.36457 1.78570  0.001
H -4.02564 -2.71078 -3.26310  0.000
H -4.17156 -1.97790 -1.64239  0.000
H 2.43560 3.06927 -3.64908  0.000
C 0.02779 2.06536 -4.45194  0.000
Tm 0.07930 -0.22817 -0.15466  2.025
C -1.38431 -2.67000 -3.60181  0.000
C 2.49438 0.02673 -1.08930  0.002
C -0.94490 1.89656 3.53359  0.001
H 4.71841 2.19099 -4.20947  0.000
C 1.92726 -1.94089 4.63831  0.000
H -2.79092 0.07475 -1.94545  0.000
H 2.33432 -2.95721 4.48051  0.000
H -0.59342 4.96617 1.93570  0.000
C -1.03745 0.24048 -3.15319  -0.002
C -2.75917 3.50662 2.82143  0.000
N -0.97338 0.99943 -4.25600  0.000
C -0.12452 0.03620 5.42338  0.000
H 4.94776 0.16114 -5.66022  0.000
H -0.32842 4.58692 3.66929  0.000
H 2.82017 -0.07467 -2.10844  0.000
H -1.29072 3.19960 5.15831  0.000
C -0.34164 4.16404 2.64690  0.000
H -3.44237 -3.59507 -1.82756  0.000
H 0.62733 -0.06791 -5.97450  0.000
H -1.37767 -2.82972 4.10297  0.000
H 2.88460 -0.97314 -6.53950  0.000
H 0.45732 -3.28315 -1.67435  0.000
H 3.00357 -1.97827 -0.21211  0.000
C -1.89867 -1.63432 0.09786  0.003
C 3.83295 1.68215 -4.59282  0.000
C -0.51186 0.59068 3.10968  -0.003
C 0.13392 -2.71598 0.46935  -0.002
H 0.69273 -2.08655 2.91819  -0.001
H -2.78740 -1.01052 0.25354  0.001
C -1.39421 -2.12646 -1.14714  -0.009
C -2.13426 -1.97371 -2.45079  -0.004
H -0.33718 2.65176 -5.30557  0.000
C -0.03886 -0.35765 4.09610  0.002
H -1.31089 2.61636 1.51599  0.000
C 1.82681 0.97141 0.91683  0.002
C 2.56399 2.18037 -4.27468  0.000
O -0.04739 0.19658 -2.37457  -0.001
C 2.14930 -0.41317 1.15360  -0.004
C -1.33861 3.00206 2.54428  0.000
C 0.54870 -1.80187 3.96204  0.001
H -1.43680 -3.75924 -3.47012  0.000
C 3.95601 0.54558 -5.40464  0.000
H -1.85174 -2.41295 -4.56351  0.000
H 0.99559 -3.13336 0.98581  0.000
C -0.15592 -2.79711 -0.91282  0.001
H -3.04427 4.28987 2.10334  0.000
H 1.75691 2.17215 -0.97086  0.000
C 2.60669 -0.97918 -0.08642  0.000
C 1.41738 1.53254 -4.75446  0.000
H 1.42841 1.67810 1.62633  0.001
H 1.89661 -1.76348 5.73089  0.000
H 0.19562 -0.68900 6.14876  0.000
C -0.95736 -2.03733 1.09212  -0.007
C 1.53685 0.40765 -5.58363  0.000
H 2.65148 -1.23416 4.20612  0.000
H -2.85674 3.91326 3.84362  0.000
H -0.33031 -2.36705 -3.64045  0.000
H 2.11689 -0.91735 2.11076  0.000

Forces on atoms 1 to 3 (eV/Å):
C -0.1 0.0 -0.2
C 0.1 -0.1 -0.7
H 0.1 0.2 0.1

# 2
ORCA calculation (wB97M-V/def2-TZVPD) on one molecule with the formula C4H10N2S in a non-equilibrium geometry.

SMILES = [H]/N=C(\C)NSCC
Energy relative to the best compared isomer or geometry (same formula, charge and spin) = 10.9 kcal per mole
LUMO level = 0.92 eV
Calculated total energy = -666.08561 hartree
E_HOMO = -8.671 eV
Orbital gap = 9.589 eV
Largest force on an atom = 2.07 eV/Å

Each line ends with the natural charge from an NBO analysis.
Cartesian coordinates (Å):
H 3.27394 -0.21098 -0.62926  0.214
N -0.94770 -1.43360 -0.16812  -0.800
H 0.73223 0.20644 1.13167  0.213
H 2.10952 1.16353 -0.60211  0.210
H -0.87266 0.89885 -1.55526  0.240
H -3.57061 0.23107 0.52179  0.337
H -1.26506 -2.26604 0.34955  0.414
N -2.98242 -0.61131 0.40916  -0.708
H -2.29245 1.60903 -0.74810  0.229
C 1.47022 -0.43185 0.64497  -0.552
S 0.61493 -1.41744 -0.63064  0.419
C -1.44968 0.99172 -0.65425  -0.694
H 3.29301 0.83850 0.68227  0.214
C 2.60270 0.39340 -0.05172  -0.617
C -1.83847 -0.34288 -0.12229  0.449
H -0.74897 1.45278 0.00307  0.225
H 1.87147 -1.07124 1.41930  0.208

Forces on atoms 1 to 3 (eV/Å):
H -0.1 -0.5 -0.8
N -1.5 -0.2 0.7
H 0.1 0.1 -0.2

# 3
ORCA calculation (wB97M-V/def2-TZVPD) on C12H30N2O4Rb as an isolated structure in a non-equilibrium geometry.

Energy relative to the best compared isomer or geometry (same formula, charge and spin) = 62.4 kcal per mole
LUMO level = -3.68 eV
Net charge = +1
Calculated total energy = -909.42894 hartree
E_HOMO = -10.722 eV
Orbital gap = 7.040 eV
Largest force on an atom = 2.90 eV/Å

Each line ends with the natural charge from an NBO analysis.
Cartesian coordinates (Å):
H -2.97489 -3.99243 -4.01310  0.192
H -6.59266 -2.03587 -1.84685  0.167
H 5.48628 0.57675 1.85254  0.170
C -3.02368 -3.46836 -3.05859  -0.225
C -2.52855 -1.36031 -4.27803  -0.259
C -1.60138 -0.16322 -4.38491  -0.089
H -3.55262 -0.98866 -4.31327  0.164
H 4.82985 3.15555 2.46168  0.189
O 0.39160 1.38398 2.57332  -0.564
H 3.29466 0.94307 3.69781  0.367
H 2.73618 3.06899 4.44339  0.180
C -4.55034 -3.19688 -2.78492  -0.084
H -1.31859 0.71034 1.82628  0.188
H -0.94759 0.15455 3.47327  0.175
H -3.12903 2.11941 -2.56025  0.196
C 4.78911 2.29857 3.13400  -0.243
H 0.97593 1.18035 4.53809  0.180
O -4.72417 -2.69785 -1.43630  -0.564
C -6.05575 -2.51702 -1.02933  -0.240
C -2.99299 1.55134 -3.48051  -0.277
C -0.90602 1.00400 2.79150  -0.247
H -2.34377 -1.69615 -2.34099  0.357
C 5.81817 1.27600 2.62001  -0.071
H -6.11577 -1.87803 -0.14832  0.189
H -5.03529 -4.16443 -2.91441  0.172
H -1.52976 1.84622 3.09103  0.169
H 6.56678 1.92896 2.17132  0.167
H -2.63440 -4.09015 -2.25241  0.211
H 2.24941 3.51241 2.81417  0.186
H -3.14552 2.12277 -4.39610  0.187
C 1.02280 1.93510 3.75306  -0.080
H -3.86873 0.90653 -3.40703  0.179
H -6.44120 -3.49998 -0.75856  0.174
H -2.50960 -1.99277 -5.16557  0.205
C 2.39524 2.66864 3.48862  -0.236
H -1.60766 0.32023 -5.36181  0.181
Rb 2.38347 1.73438 -0.91724  0.991
O 6.49953 0.43221 3.57919  -0.531
H -4.94166 -2.51338 -3.53844  0.163
H 4.83892 2.60263 4.17955  0.205
H 8.28599 0.42709 2.46242  0.165
C 7.60707 -0.22563 3.01117  -0.264
H 7.47578 -1.03531 2.29333  0.167
N -2.22140 -2.26744 -3.16486  -0.625
H 8.20378 -0.67849 3.80297  0.206
N 3.42591 1.73166 3.08057  -0.653
O -1.69157 0.84230 -3.32684  -0.557
H 0.32352 2.65241 4.18268  0.179
H -0.61542 -0.62431 -4.44309  0.189

Forces on atoms 1 to 3 (eV/Å):
H 0.1 -0.2 0.0
H -0.5 -0.1 0.1
H -0.8 0.4 -0.3

# 4
ORCA calculation (wB97M-V/def2-TZVPD) on a 10-piece molecular cluster, C28H32BrCl18FNO6P overall in a non-equilibrium geometry.

SMILES = C[C@@H](O)Cc1cc(C(=O)NC(=O)F)c2c(c1)C(=O)c1cccc(P(O)Br)c1C2=O.ClCCl.ClCCl.ClCCl.ClCCl.ClCCl.ClCCl.ClCCl.ClCCl.ClCCl
LUMO level = -0.98 eV
Calculated total energy = -12891.03961 hartree
E_HOMO = -8.702 eV
Orbital gap = 7.719 eV
Largest force on an atom = 2.16 eV/Å

Each line ends with the Mulliken charge.
Cartesian coordinates (Å):
Cl 5.68904 2.83532 -3.91486  -0.098
H 1.50428 2.39929 4.37587  -0.278
C 2.15275 1.55391 0.08931  0.770
Cl -0.91620 -6.52656 -0.93141  -0.157
C -1.59915 -6.35240 0.69182  0.204
H -0.69506 -2.68738 -2.31222  0.265
H 3.60795 2.14789 1.56792  0.680
Cl 6.95527 5.46216 -3.61661  -0.177
Cl 4.77366 3.88987 4.91256  -0.145
C 0.44359 6.27989 6.63428  -0.314
H 3.21872 2.25742 3.79470  -0.317
C 2.49833 -1.11639 -4.14635  -1.030
Cl -6.76044 1.44483 -5.91874  -0.123
Cl 1.97640 7.14635 6.46393  -0.179
C 5.45233 4.53652 -3.50342  -0.140
C 1.39101 -0.65036 -3.44644  0.527
H -6.90768 -5.67757 2.60698  0.298
H 4.61155 -0.99517 -4.44781  0.417
C 1.75579 1.55546 2.45109  -0.065
H 4.73134 4.95944 -4.19249  0.313
Cl -5.36345 -1.17466 -5.50944  -0.125
Cl -6.61047 -7.26693 0.90008  -0.163
C -2.10349 -1.06510 2.47109  0.615
C 2.60806 1.78526 1.38257  -0.921
H 3.29614 5.71611 4.87760  -0.407
C 1.58620 0.31398 -2.44595  0.555
C 4.07098 5.35609 4.21068  0.355
C -1.38936 0.35172 0.77741  -0.068
C 3.69026 -0.26659 4.11011  -1.412
H -0.28743 6.73909 5.97995  0.278
H -0.17485 0.91604 3.06762  0.814
O -0.53888 1.28368 -2.09419  -0.504
O 2.26580 0.47367 5.96004  -0.582
Cl 3.35374 5.05879 2.62109  -0.121
O -1.58772 -1.48854 3.43066  -0.448
H 4.22507 -4.84668 -2.90865  0.295
H -4.77356 0.69947 -4.90633  -0.100
N -2.15922 0.28098 2.05589  -0.252
H 3.01205 -5.87507 -3.70664  0.333
C 2.24209 1.78259 3.87155  0.109
H -6.26417 -0.60195 -3.41818  -0.154
C 2.40446 0.40849 4.54361  0.683
Cl -0.65061 -7.22484 1.90040  -0.163
H 4.85453 6.09658 4.10180  0.384
Cl 2.03067 -4.21321 -2.36473  -0.092
Cl -4.91909 -4.97526 1.57377  -0.070
C -6.55830 -5.63859 1.58235  -0.212
C -5.06018 1.58919 -5.45611  -0.010
C 3.76646 -0.61631 -3.89163  -1.114
H 5.08350 4.58868 -2.48583  0.133
H -3.13240 0.42683 1.78561  0.482
Cl -8.17885 -1.00650 -4.71995  -0.148
C 3.05207 1.77073 -1.07986  -0.324
O 3.85919 2.66544 -1.11394  -0.528
C 0.46354 1.09664 2.21702  -0.403
Br -1.42721 0.10444 -4.93825  -0.157
C 3.96347 0.33026 -2.90900  -1.254
P -0.19028 -1.45873 -3.93267  0.149
C 2.87080 0.79065 -2.17924  0.621
H 2.31958 -1.88234 -4.88306  0.710
F -2.72406 -1.89183 1.62815  -0.174
H 4.94497 0.70465 -2.68239  0.955
H -4.65902 -1.57302 0.44565  -0.215
H -4.94183 2.47054 -4.83746  0.357
Cl -3.99956 1.74059 -6.86105  -0.166
H 1.55419 -0.12231 6.20052  0.361
H 1.59220 -0.21624 4.15964  0.241
H 3.64250 -0.47486 3.04205  0.299
H -2.60760 -6.74794 0.68833  0.152
C -0.00591 0.85817 0.92563  -0.038
H 4.54705 0.37314 4.30840  0.311
Cl -6.94858 -2.08895 0.27727  -0.190
C 0.85970 1.10473 -0.15191  0.143
Cl 3.45744 -3.91473 -4.92372  -0.132
O -0.93849 -1.77189 -2.50439  -0.270
C -5.38110 -1.56143 -0.35979  0.363
H -7.19212 -4.98968 0.98974  0.165
O -1.90815 -0.02419 -0.22236  -0.517
H -5.07485 -2.24226 -1.14549  0.243
C -6.52426 -1.32099 -4.18417  0.121
H 3.81331 -1.22989 4.59507  0.411
Cl 0.61062 4.57599 6.19794  -0.088
H 0.12398 6.34531 7.66719  0.296
Cl -5.46032 0.08011 -1.01323  -0.195
C 0.49071 0.92036 -1.60050  0.404
H -1.60908 -5.30018 0.95158  -0.044
H -6.47454 -2.32911 -3.78805  0.324
C 3.28016 -4.86071 -3.43803  -0.352

Forces on atoms 1 to 3 (eV/Å):
Cl 0.1 0.2 -0.2
H 0.2 0.1 0.3
C -0.1 0.0 0.1

# 5
ORCA calculation (wB97M-V/def2-TZVPD) on an isolated ion of composition C6H13N4 and charge +1 in a non-equilibrium geometry.

SMILES = CC1=CCN(C(N)=[NH2+])N1C
Energy relative to the best compared isomer or geometry (same formula, charge and spin) = 59.0 kcal per mole
LUMO level = -2.95 eV
Net charge = +1
Calculated total energy = -455.11640 hartree
E_HOMO = -11.928 eV
Orbital gap = 8.979 eV
Largest force on an atom = 5.38 eV/Å

Each line ends with the natural charge from an NBO analysis.
Cartesian coordinates (Å):
H 1.01081 -2.38184 0.04893  0.232
H 2.95909 -0.83058 0.09960  0.219
H -3.16629 -1.90006 -0.24947  0.426
H -3.82739 0.12558 -0.53337  0.422
C 0.64482 -1.65342 0.71885  -0.438
N -3.11411 0.64619 -0.11450  -0.751
C 1.45667 0.50671 -0.21407  0.190
C -0.54926 1.72332 0.20505  -0.270
C 0.98331 1.78472 -0.14770  -0.275
H -1.32152 2.35677 -0.44684  0.216
H 2.62243 -0.25710 -1.52972  0.243
N 0.49334 -0.47633 -0.17288  -0.217
C 2.83594 0.04971 -0.55690  -0.616
H 3.49093 0.76695 -0.31865  0.240
H -1.75072 -1.69238 -1.29382  0.430
H 1.24443 -1.38204 1.61233  0.213
H -3.19590 1.54722 0.39926  0.441
H -0.64836 2.24152 1.17603  0.225
N -0.85034 0.39027 0.20354  -0.241
H 1.70986 2.55150 -0.04291  0.247
N -2.26088 -1.45100 -0.46222  -0.836
C -2.04631 -0.13986 -0.02252  0.665
H -0.33156 -1.97743 1.06414  0.236

Forces on atoms 1 to 3 (eV/Å):
H 0.9 -1.2 -0.1
H 0.7 0.2 -0.6
H 1.0 0.6 -0.5

# 6
ORCA calculation (wB97M-V/def2-TZVPD) on C3H10FN2 as an isolated structure in a non-equilibrium geometry.

Energy relative to the best compared isomer or geometry (same formula, charge and spin) = 24.8 kcal per mole
LUMO level = -4.29 eV
Net charge = +1
Calculated total energy = -329.38789 hartree
E_HOMO = -15.566 eV
Orbital gap = 11.279 eV
Largest force on an atom = 4.76 eV/Å

Each line ends with the natural charge from an NBO analysis.
Cartesian coordinates (Å):
H -1.15194 -0.97440 1.97290  0.416
C 0.08147 0.54669 -0.21930  0.570
H 1.08019 -0.43087 1.35437  0.255
H -1.42249 -1.12492 0.07467  0.514
C 0.75049 0.68641 -1.55821  -0.684
N -0.53820 1.56843 0.35968  -0.672
H 0.91536 -1.34315 -0.32247  0.268
H 0.83900 1.67136 -1.79872  0.241
F -1.70497 -0.50657 -0.80058  -0.611
H -0.72409 2.50346 0.03129  0.440
C 0.48663 -0.69415 0.53030  -0.312
N -0.64594 -1.33063 1.19254  -0.826
H -0.86028 1.57340 1.30620  0.412
H 0.18853 -0.11366 -2.25662  0.309
H -0.62409 -2.33077 1.33568  0.429
H 1.73513 0.40139 -1.45970  0.251

Forces on atoms 1 to 3 (eV/Å):
H 0.3 1.1 0.7
C -0.4 2.0 0.0
H 2.2 0.5 0.3